[1]
# C4H4Cl2O3

An isolated molecule of C4H4Cl2O3 at a distorted geometry (ωB97M-V/def2-TZVPD, OMol25).

## Properties
**SMILES**: O=C/C(O)=C(\O)C(Cl)Cl
**HOMO (alpha / beta)**: -8.639 / -8.639 eV
**LUMO level (alpha / beta)**: -0.01090 / -0.01088 Eh
**ΔE to the lowest compared entry with this formula, charge and spin**: 17.8 kcal per mole

Each line ends with the Mulliken charge.
Atoms and positions in Å:
C 0.870 -0.179 -1.684  0.042
C 0.211 0.393 -0.574  0.263
C -0.234 -0.428 0.540  0.176
C -1.240 0.129 1.547  0.098
O 1.239 0.591 -2.542  -0.531
O -0.057 1.662 -0.356  -0.562
O 0.187 -1.707 0.688  -0.490
Cl -2.843 -0.082 0.774  -0.148
Cl -1.233 -0.599 3.149  -0.178
H 1.181 -1.212 -1.516  0.343
H -1.008 1.148 1.603  0.319
H -0.412 2.038 -1.193  0.323
H -0.072 -2.150 1.521  0.346

[2]
# C7H7IrN2O6

A structure of composition C7H7IrN2O6 at a distorted geometry (ωB97M-V/def2-TZVPD, OMol25).

## Properties
**HOMO (alpha / beta)**: -16.931 / -22.044 eV
**LUMO level (alpha / beta)**: -0.42996 / -0.62547 Eh
**ΔE to the lowest compared entry with this formula, charge and spin**: 0.0 kcal per mole
**Total charge**: +3
**Multiplicity**: 6

Each line ends with the Mulliken charge.
Atoms and positions in Å:
O -1.271 -3.287 -0.203  -0.182
C -1.281 -3.377 -1.356  0.226
Ir 0.309 0.951 -2.522  0.851
O 1.141 -1.652 -1.058  -0.106
C 0.659 -0.663 -1.412  0.321
C 1.671 1.953 -1.600  0.368
O 2.510 2.524 -1.035  -0.124
C -0.801 2.434 -3.081  0.409
O -1.406 3.371 -3.411  -0.116
C 0.599 -0.023 -4.142  0.400
O 0.817 -0.691 -5.066  -0.094
H -0.814 -2.561 -2.091  0.043
C 0.820 -1.042 3.141  -0.565
N -0.007 0.111 2.923  0.011
C -0.541 0.435 1.711  0.586
N -1.347 1.553 1.743  -0.356
O -0.301 -0.184 0.651  -0.484
H 1.049 -1.506 2.180  0.242
H 0.277 -1.777 3.751  0.358
H 1.755 -0.746 3.636  0.354
H -0.163 0.733 3.707  0.316
H -1.890 1.686 0.904  0.274
H -1.789 1.758 2.630  0.269

[3]
# C21H43DyN2OP3S

A structure of composition C21H43DyN2OP3S at a distorted geometry (ωB97M-V/def2-TZVPD, OMol25).

## Properties
**HOMO (alpha / beta)**: -16.965 / -16.970 eV
**LUMO level (alpha / beta)**: -0.35049 / -0.35166 Eh
**Total charge**: +3
**Multiplicity**: 6

Each line ends with the Mulliken charge.
Atoms and positions in Å:
Dy 0.088 0.420 0.005  0.227
P 2.720 0.147 -1.076  1.061
P -0.674 -0.669 -2.453  1.163
P -0.298 1.561 2.623  0.831
H -3.230 -3.481 0.106  0.296
C -3.479 -2.933 1.021  -0.594
C -4.260 -1.838 1.001  -0.561
H -4.726 -1.483 0.074  0.329
C 3.727 -1.347 -1.376  -1.215
C 2.993 1.074 -2.642  -1.353
C 3.777 1.073 0.103  -1.368
C -2.413 -1.173 -2.681  -1.188
C -0.449 0.382 -3.940  -1.237
C 0.169 -2.198 -3.007  -1.386
C -2.020 1.501 3.276  -1.364
C 0.000 3.375 2.714  -1.332
C 0.632 1.020 4.094  -1.177
H -3.040 -3.306 1.953  0.290
H -4.511 -1.288 1.918  0.314
H 4.702 -1.250 -0.878  0.396
H 3.892 -1.480 -2.453  0.482
H 3.236 -2.251 -1.001  0.206
H 4.057 1.331 -2.735  0.500
H 2.394 1.993 -2.642  0.302
H 2.688 0.458 -3.498  0.418
H 4.803 1.112 -0.291  0.508
H 3.773 0.564 1.078  0.384
H 3.388 2.091 0.239  0.364
H -2.451 -2.001 -3.401  0.499
H -3.007 -0.338 -3.067  0.430
H -2.841 -1.507 -1.726  0.081
H -0.180 -0.260 -4.791  0.519
H 0.347 1.120 -3.782  0.061
H -1.381 0.911 -4.173  0.469
H -0.244 -2.477 -3.987  0.562
H -0.027 -3.007 -2.290  0.420
H 1.254 -2.050 -3.093  0.322
H -2.002 1.484 4.376  0.451
H -2.524 0.590 2.920  0.297
H -2.589 2.379 2.939  0.450
H -0.106 3.712 3.756  0.454
H -0.710 3.912 2.071  0.357
H 1.014 3.598 2.358  0.399
H 0.435 1.701 4.931  0.490
H 1.706 1.024 3.873  0.412
H 0.340 0.002 4.375  0.344
C 1.171 -2.416 1.787  1.217
C 2.312 -3.171 1.534  -0.661
C 2.877 -3.885 2.599  -0.691
C 2.240 -3.900 3.841  -0.708
C 1.032 -3.223 4.029  -0.678
C 0.470 -2.479 2.979  -0.729
O 0.791 -1.420 0.855  0.057
H 1.535 -1.273 0.145  -0.242
H 2.764 -3.188 0.547  0.332
H 3.815 -4.417 2.450  0.455
H 2.683 -4.454 4.673  0.426
H 0.521 -3.259 4.990  0.454
H -0.467 -1.931 3.096  0.796
C -1.382 3.912 -3.226  -0.845
N -1.938 3.072 -2.165  0.251
C -3.221 2.539 -2.160  -0.332
C -3.360 1.805 -1.037  -0.813
N -2.111 1.814 -0.399  0.497
C -1.245 2.658 -1.096  0.229
S 0.419 2.962 -0.796  -0.309
H -0.750 4.686 -2.781  0.382
H -0.783 3.319 -3.928  0.313
H -2.215 4.370 -3.764  0.344
H -3.911 2.769 -2.959  0.482
H -4.180 1.224 -0.658  0.544
H -2.040 1.690 0.623  -0.086